(1)
{"formula": "C3H4N2O", "method": "ωB97M-V with the def2-TZVPD basis set", "smiles": "Nc1ccon1", "spin_multiplicity": 1, "energy_ha": -301.3714, "gap_ha": 0.381, "mol_weight_g_mol": 84.08, "symbols": ["N", "C", "N", "O", "C", "C", "H", "H", "H", "H"], "xyz": [[-1.860, -0.029, -0.328], [-0.498, -0.185, -0.155], [0.037, -1.381, -0.103], [1.390, -1.181, 0.210], [1.587, 0.112, 0.349], [0.479, 0.856, 0.077], [-2.262, 0.747, 0.183], [-2.384, -0.887, -0.196], [2.564, 0.469, 0.650], [0.945, 1.479, -0.686]], "forces_ev_per_a": [[0.09, -0.02, -0.15], [0.08, -0.31, -0.10], [-0.45, 0.14, 0.45], [0.09, -0.33, 0.61], [0.07, -0.49, 0.24], [1.01, -0.48, -0.67], [0.21, -0.12, -0.20], [0.14, 0.16, -0.08], [0.12, -0.33, -0.38], [-1.37, 1.77, 0.27]]}

---

(2)
{"formula": "C3H4N2O2", "method": "ωB97M-V with the def2-TZVPD basis set", "smiles": "Cc1nnc(O)o1", "spin_multiplicity": 1, "energy_ha": -376.6869, "gap_ha": 0.371, "mol_weight_g_mol": 100.08, "symbols": ["C", "C", "C", "H", "H", "H", "H", "N", "N", "O", "O"], "xyz": [[2.413, -0.489, 0.036], [1.008, 0.030, -0.023], [-1.104, -0.006, -0.023], [2.499, -1.133, 0.904], [2.630, -1.107, -0.862], [3.107, 0.334, 0.137], [-2.240, -1.455, 0.129], [0.616, 1.235, -0.027], [-0.774, 1.207, 0.030], [-2.307, -0.500, 0.022], [-0.042, -0.868, -0.056]], "forces_ev_per_a": [[-0.79, -0.61, -0.65], [0.88, -0.72, -0.25], [1.15, -0.59, 0.32], [0.12, -0.15, 0.17], [0.00, 0.49, 0.54], [0.04, 0.16, -0.14], [-0.18, -0.13, -0.02], [0.11, 0.44, 0.39], [-0.30, 1.38, -0.39], [-0.99, -0.63, -0.07], [-0.04, 0.35, 0.11]]}

---

(3)
{"formula": "C3H4N2O2", "method": "ωB97M-V with the def2-TZVPD basis set", "smiles": "O=C1N=CC=N1.O", "spin_multiplicity": 1, "energy_ha": -376.6414, "gap_ha": 0.334, "mol_weight_g_mol": 100.08, "symbols": ["C", "C", "C", "N", "N", "O", "O", "H", "H", "H", "H"], "xyz": [[-3.013, -0.440, -0.844], [-2.431, -1.698, -0.130], [-1.028, 0.053, 0.007], [-2.262, 0.533, -0.589], [-1.289, -1.352, 0.354], [2.565, -2.189, -0.396], [-0.077, 0.698, 0.250], [-4.079, -0.539, -1.182], [-3.059, -2.598, 0.048], [1.741, -1.597, -0.526], [3.361, -1.571, -0.589]], "forces_ev_per_a": [[-0.79, -1.76, 1.63], [1.05, 1.80, 0.12], [-2.38, -1.44, 0.08], [-0.53, 1.88, -1.72], [-0.21, -1.89, 0.16], [0.06, 2.84, -0.84], [0.45, -0.06, -0.05], [1.24, 1.06, -0.18], [1.18, 0.41, -0.09], [2.12, -1.33, 0.40], [-2.20, -1.50, 0.49]]}

---

(4)
{"formula": "C3H4N2O2", "method": "ωB97M-V with the def2-TZVPD basis set", "smiles": "[H]/N=c1/ccon1O", "spin_multiplicity": 1, "energy_ha": -376.5321, "gap_ha": 0.337, "mol_weight_g_mol": 100.08, "symbols": ["C", "C", "C", "H", "H", "H", "H", "N", "N", "O", "O"], "xyz": [[-1.018, -1.129, -0.845], [0.149, -1.480, -0.282], [0.854, -0.393, 0.262], [-0.367, 2.422, 0.802], [-1.761, -1.559, -1.446], [0.627, -2.504, -0.574], [1.568, 0.622, 1.593], [-0.307, 0.567, 0.332], [1.874, -0.202, 0.933], [-0.071, 1.837, 0.096], [-1.297, 0.222, -0.602]], "forces_ev_per_a": [[0.92, 3.12, 1.18], [0.97, -4.87, -3.48], [-3.79, 1.76, 0.56], [-0.34, -0.58, 0.34], [-0.62, -0.98, -0.47], [-0.93, 2.05, 1.00], [1.64, -1.30, -1.80], [-0.38, -0.99, 1.25], [0.74, 1.69, 2.69], [1.78, 2.68, -0.91], [0.02, -2.58, -0.36]]}

---

(5)
{"formula": "C3H4N2O2", "method": "ωB97M-V with the def2-TZVPD basis set", "smiles": "Oc1c[nH]c(O)n1", "spin_multiplicity": 1, "energy_ha": -376.6534, "gap_ha": 0.314, "mol_weight_g_mol": 100.08, "symbols": ["O", "C", "N", "C", "O", "C", "N", "H", "H", "H", "H"], "xyz": [[0.879, -2.205, -0.620], [0.145, -1.042, -0.434], [-0.206, 0.146, -1.224], [-0.451, 1.073, -0.250], [-1.284, 2.161, -0.204], [0.095, 0.686, 0.945], [0.424, -0.618, 0.818], [0.532, -2.874, -1.220], [-1.541, 2.510, -1.061], [0.323, 1.238, 1.826], [1.084, -1.077, 1.426]], "forces_ev_per_a": [[-0.44, 0.57, -1.01], [1.55, 2.98, -0.75], [-1.05, -3.60, 1.59], [0.41, -0.61, 0.86], [0.51, -0.06, -0.80], [0.01, 0.39, 0.32], [-0.05, 0.22, -0.08], [-0.45, 0.50, -0.17], [0.22, -0.24, -0.35], [-0.39, 0.20, 0.46], [-0.31, -0.35, -0.08]]}

---

(6)
{"formula": "C3H4N2O2", "method": "ωB97M-V with the def2-TZVPD basis set", "smiles": "[O-][N+]1=NC=C[C@@H]1O", "spin_multiplicity": 1, "energy_ha": -376.5786, "gap_ha": [0.316, 0.315], "mol_weight_g_mol": 100.08, "symbols": ["C", "C", "C", "N", "N", "O", "O", "H", "H", "H", "H"], "xyz": [[1.203, -0.253, 0.015], [1.226, 1.009, 0.566], [-0.294, -0.625, -0.159], [-0.027, 1.583, 0.637], [-0.861, 0.772, 0.147], [-0.734, -1.162, -1.358], [-2.067, 0.926, 0.049], [1.863, -1.063, -0.143], [1.968, 1.622, 0.959], [-0.674, -1.260, 0.686], [-1.603, -1.550, -1.398]], "forces_ev_per_a": [[-1.93, 0.88, 0.66], [-0.70, -3.50, -1.62], [0.34, 0.20, 0.46], [-1.12, 0.89, -0.09], [-0.68, -1.04, 0.35], [1.73, 0.83, -0.41], [-0.39, 0.43, -0.16], [1.19, -0.04, 0.02], [1.56, 0.49, 0.36], [0.51, 0.76, -0.37], [-0.50, 0.11, 0.80]]}

---

The records above yield energy above the lowest of the compared OMol25 structures with the same formula, charge and spin values of 72.7 48.2 76.8 145.4 69.2 116.2 kcal/mol, respectively.